The following is a DFT calculation (ωB97M-V/def2-TZVPD) of C41H36MoN2O7 as an isolated structure at a distorted geometry.

Computed properties:
LUMO energy: -8.08 eV
E_HOMO: -13.74 eV
Relative energy (zero: lowest compared OMol25 entry of this formula, charge and spin): 24.8 kcal/mol
Energy: -2287.87990 Ha
Gap between HOMO and LUMO: 5.66 eV

Structure (ORCA input):
```
! RIJCOSX wB97M-V def2-TZVPD def2/J DEFGRID3
* xyz 2 1
C -0.6031 1.5034 -0.7577
C -4.2445 3.3497 2.4372
H -3.0112 -4.2148 -0.6656
C -0.1894 3.0845 -3.5493
C 0.8897 -2.9741 2.7260
H 3.4957 3.2505 3.4517
C 1.3540 4.1786 -1.8724
H 3.1331 0.4623 -1.7330
C -2.0473 2.0918 1.3161
N 0.8400 -2.3978 1.4996
C -2.4574 -0.8106 -4.2754
C 4.2391 -1.0960 -2.6672
C -2.2605 2.0298 2.6901
C 2.6331 2.8735 2.9228
H -3.5158 -2.3627 3.8873
C -2.3365 -3.2400 5.4630
H 0.9569 -3.9521 5.2950
H 0.5682 3.0313 -4.3256
C -0.7985 1.3795 0.7878
H 0.1134 3.9265 0.9162
C 0.4155 1.9086 1.5598
C -0.3597 -0.4851 -3.1478
H -0.7084 4.0355 -3.6175
C 0.4799 2.9667 -2.1802
O -0.0700 -1.3222 -0.9035
O 1.2744 1.7767 -2.1112
C -0.1821 -3.0610 3.6861
O -2.6953 -2.2309 -0.2875
C 0.2065 -0.0530 -4.3426
C 2.2887 1.5352 3.0208
H 2.4192 -3.9851 3.7407
H 2.9431 -3.9259 -3.9712
C -2.3123 -3.4253 -0.3448
H -4.7381 3.9087 0.4294
C 2.8676 -3.2688 1.7987
H 0.7146 5.0422 -1.7201
H 0.8902 0.0058 2.4479
C 0.7122 0.8504 -1.2421
H -3.4965 2.6384 4.3177
C 1.8532 3.7282 2.1617
H -5.0957 3.8504 2.8717
H -1.4841 1.0065 -1.2230
Mo -0.8595 -1.6182 0.5778
C 2.9867 -2.9837 -3.4474
C -1.0742 -3.6855 5.8428
H -3.1671 -3.3178 6.1478
H 2.0289 4.3689 -2.7002
H 1.3851 0.6888 -0.3722
C -2.5402 -2.7053 4.2029
N 2.1160 -3.4883 2.9142
H -2.7790 2.8354 -0.5630
H 1.2389 0.2517 -4.3626
H -0.1095 0.3320 -6.4147
O -0.4979 2.8309 -1.1514
H 2.8777 0.8685 3.6323
H 2.1091 4.7734 2.0963
H 5.1736 -0.5650 -2.5663
H 3.8806 -3.6024 1.7070
H 1.9381 3.9992 -0.9733
O -0.9459 0.0360 1.0191
C 1.8612 -1.1742 -2.3246
C -1.8885 -0.3886 -5.4647
H -0.9057 2.2805 -3.6986
C -3.3524 2.6680 3.2489
C -2.9433 2.7615 0.4995
C -1.6975 -0.8581 -3.1162
C 0.7352 3.2587 1.4907
H -2.4753 -0.3684 -6.3688
H 2.3055 -2.2376 -0.0676
H -3.4955 -1.1079 -4.2469
H -2.1624 -1.1949 -2.1919
O -1.1379 -3.6931 -0.0357
C -0.5586 -0.0025 -5.4939
C 1.8250 -2.4173 -2.9522
C 1.1818 1.0519 2.3415
O -1.5906 -2.1192 2.0834
C -4.0423 3.3882 1.0684
H 5.0995 -2.7442 -3.7240
C -0.0085 -3.5954 4.9708
C -1.4740 -2.6144 3.3106
C 0.5227 -0.5606 -1.9011
C 3.0789 -0.5185 -2.1737
H 0.8773 -2.9240 -3.0874
C 4.1979 -2.3197 -3.3105
H -1.5517 1.5013 3.3159
H -0.9215 -4.1063 6.8237
C 2.0770 -2.5931 0.9251
*
```